Entry 1:
The following is a quantum chemistry calculation of a structure of composition C36H90F2KNO22S2 in a non-equilibrium geometry, from the Open Molecules 2025 dataset.

Structure (ORCA input):
```
! RIJCOSX wB97M-V def2-TZVPD def2/J DEFGRID3
* xyz 0 1
K 4.29531 3.75619 1.29781
N -0.47941 3.08885 2.07287
S -1.26324 2.59141 3.20817
O -1.28587 1.14219 3.56553
O -2.32000 3.42422 3.69886
F -0.22415 3.08746 4.33849
S -1.71074 2.93638 0.90902
O -2.34436 4.15263 0.46175
O -2.36266 1.65167 0.77275
F -0.59367 2.77276 -0.25135
C -3.18031 5.09331 11.06806
O -2.35864 3.94626 11.41143
C -2.96811 2.64211 11.13655
C -2.21159 1.50403 11.81247
O -1.55845 1.69196 13.09268
C -2.50746 1.96163 14.13460
H -3.52170 4.95172 10.04263
H -2.60213 5.96600 11.37173
H -4.10421 5.07037 11.64596
H -3.19007 2.38417 10.10102
H -3.94434 2.70806 11.61687
H -1.39359 1.19211 11.16311
H -2.80558 0.62087 12.04764
H -3.16378 1.12211 14.36382
H -3.05139 2.89420 13.98442
H -1.88090 1.98944 15.02609
C -8.17930 0.95604 3.60468
O -7.91976 2.17290 4.32197
C -8.50987 3.37060 3.69786
C -8.14154 3.52621 2.25352
O -8.73171 2.65942 1.37218
C -8.50683 2.76919 -0.05228
H -7.89178 0.08678 4.19614
H -7.49550 0.74544 2.78240
H -9.22770 0.93142 3.30742
H -8.12954 4.23449 4.24296
H -9.59292 3.24879 3.68169
H -7.06795 3.54314 2.06588
H -8.44248 4.52066 1.92396
H -8.63944 3.78774 -0.41710
H -9.19470 2.14470 -0.62232
H -7.47898 2.51464 -0.31079
C -0.24607 -9.20191 3.90325
O 1.11026 -9.23210 3.61945
C 1.48970 -8.21546 2.66780
C 0.65302 -8.09351 1.36644
O -0.73415 -7.58556 1.62441
C -0.98970 -6.21705 1.54489
H -0.26600 -9.80185 4.81307
H -0.81676 -9.69272 3.11489
H -0.57812 -8.17916 4.08170
H 2.54326 -8.31810 2.40785
H 1.45420 -7.25031 3.17309
H 0.49097 -9.03729 0.84575
H 1.04072 -7.43033 0.59315
H -0.97671 -5.79061 0.54185
H -0.44462 -5.63185 2.28552
H -2.05772 -6.24390 1.76105
C 4.65641 5.66125 -3.80879
O 5.80040 5.16060 -3.19014
C 6.49464 4.43237 -4.18817
C 7.85860 4.00264 -3.64279
O 7.96135 3.72270 -2.25559
C 9.30025 3.84655 -1.90082
H 4.09949 6.02922 -2.94707
H 4.10639 4.90831 -4.37327
H 4.95784 6.54538 -4.37054
H 6.67668 4.94381 -5.13337
H 5.96317 3.49477 -4.35109
H 8.56521 4.77226 -3.95346
H 8.15959 3.09164 -4.16008
H 9.52296 4.86663 -1.58787
H 10.00745 3.37670 -2.58435
H 9.41331 3.38662 -0.91910
C 5.27761 -2.52513 2.29445
O 6.49802 -1.87678 1.85873
C 7.23028 -2.64654 0.91011
C 7.92346 -3.84219 1.56385
O 7.56095 -5.13405 0.79518
C 8.41739 -5.46443 -0.32231
H 4.60702 -1.77279 2.70967
H 5.44265 -3.28804 3.05527
H 4.74913 -2.89337 1.41513
H 8.10274 -2.00806 0.77138
H 6.77648 -2.86037 -0.05760
H 7.74134 -4.04966 2.61831
H 8.98144 -3.57995 1.55992
H 9.41454 -5.75590 0.00762
H 8.51645 -4.71208 -1.10478
H 8.06594 -6.38846 -0.78137
C -7.47090 -4.75860 -3.39423
O -7.26445 -4.98032 -4.76401
C -7.55985 -6.23743 -5.33342
C -9.08974 -6.52321 -5.50875
O -9.55233 -7.28666 -4.39645
C -10.64853 -8.16837 -4.72854
H -6.63479 -4.20167 -2.97132
H -7.44413 -5.57017 -2.66710
H -8.41672 -4.22193 -3.31993
H -7.01578 -7.05686 -4.86372
H -6.92953 -6.26368 -6.22231
H -9.29022 -7.16404 -6.36738
H -9.60600 -5.57315 -5.64642
H -11.01293 -8.65730 -3.82507
H -10.15206 -9.00381 -5.22216
H -11.59946 -7.83527 -5.14433
C 2.72411 -1.97106 -5.99367
O 3.87889 -1.91818 -6.80100
C 3.73644 -2.35362 -8.08126
C 5.12281 -2.72928 -8.68531
O 4.80617 -3.30374 -9.98312
C 5.89311 -3.94829 -10.63676
H 2.98584 -1.75880 -4.95706
H 2.30632 -2.97157 -6.10560
H 1.95321 -1.22986 -6.20449
H 3.25336 -1.55723 -8.64739
H 3.13949 -3.26500 -8.11521
H 5.56547 -3.46685 -8.01589
H 5.75896 -1.85766 -8.83921
H 6.83189 -3.39926 -10.56356
H 5.73668 -4.04200 -11.71140
H 6.09152 -4.91935 -10.18314
C 4.30229 8.76723 3.12554
O 5.13968 7.81960 3.79997
C 4.84590 7.62575 5.11915
C 5.94373 6.88573 5.88781
O 6.22692 5.68060 5.26048
C 7.13207 4.76251 5.81507
H 4.73488 8.73242 2.12566
H 4.38731 9.80842 3.43664
H 3.23897 8.55585 3.01254
H 3.84322 7.21979 5.25305
H 4.65035 8.61502 5.53290
H 5.59365 6.68114 6.89958
H 6.83524 7.50791 5.96656
H 6.87528 4.55433 6.85373
H 8.08148 5.28242 5.94319
H 7.30179 3.88325 5.19363
C -3.54495 -0.16612 -9.12291
O -4.12031 1.08829 -8.86150
C -4.47079 1.50736 -7.50637
C -5.07764 2.90843 -7.44860
O -4.12993 3.80122 -7.88707
C -3.18387 4.13298 -6.91475
H -4.21940 -0.91982 -8.71652
H -2.54275 -0.25799 -8.70427
H -3.60220 -0.35975 -10.19405
H -3.54668 1.38508 -6.94142
H -5.19465 0.77892 -7.14098
H -5.45977 3.12568 -6.45117
H -5.90759 2.81860 -8.14948
H -3.62309 4.51836 -5.99461
H -2.66833 5.05000 -7.20007
H -2.57807 3.32481 -6.50490
*
```

## Properties
- maximum force (hartree/bohr) = 0.2337
- HOMO level (eV) = -8.7
- E (a.u.) = -4730.99815
- ΔE to the lowest compared entry with this formula, charge and spin (eV) = 9.863
- gap between HOMO and LUMO (Eh) = 0.250

---

Entry 2:
The following is a quantum chemistry calculation of a cluster of 13 separate species, C67H148N8O20 in total in a non-equilibrium geometry, from the Open Molecules 2025 dataset.

Structure (ORCA input):
```
! RIJCOSX wB97M-V def2-TZVPD def2/J DEFGRID3
* xyz 4 1
C 14.47377 26.95695 24.30915
O 13.84863 26.80591 23.04057
C 13.57254 27.93136 22.32890
C 14.38326 28.03572 21.05488
N 14.03992 26.79990 20.20518
H 14.54873 25.99097 20.57821
H 13.04161 26.60398 20.40827
C 14.25326 27.23275 18.82790
C 13.72005 26.26863 17.81996
O 12.41712 25.99537 18.29634
C 11.87812 24.93034 17.53508
H 14.97289 26.00032 24.57621
H 13.75058 27.21764 25.07523
H 15.22233 27.72967 24.36052
H 13.67729 28.78269 22.98790
H 12.49223 28.04382 22.14228
H 15.39067 28.19360 21.23024
H 13.99761 28.90215 20.45953
H 15.27915 27.51182 18.77756
H 13.68469 28.11870 18.81280
H 14.30245 25.33470 17.81966
H 13.78078 26.53636 16.77672
H 11.97177 23.99920 18.07330
H 12.30791 25.04732 16.57881
H 10.80185 25.13654 17.39142
C 21.84209 7.02746 20.37720
O 21.62095 6.83907 21.57726
C 22.16788 5.70356 22.36358
C 22.62136 6.09760 23.74074
N 21.74356 5.93393 24.98954
H 21.15556 6.80042 25.11213
H 21.12848 5.12256 25.09108
C 22.61880 5.87798 26.23602
C 21.75788 6.27509 27.47380
O 21.15031 7.47337 27.50170
C 20.70452 8.00391 28.78907
H 22.65768 6.48637 19.81411
H 25.39529 11.71435 24.41097
H 21.42486 7.90125 19.85425
H 23.02574 5.31790 21.74154
H 21.22811 5.09947 22.28222
H 22.68922 7.23209 23.76163
H 23.56112 5.62923 23.88860
H 23.52281 6.52111 26.18258
H 22.97669 4.80318 26.34364
H 22.39103 6.16272 28.38960
H 20.98201 5.43779 27.73400
H 19.73074 8.55586 28.76486
H 21.28502 8.86469 28.83541
H 20.80047 7.32635 29.64931
C 23.56393 22.23217 17.35208
O 22.72279 23.27586 17.85339
C 23.42345 24.36385 18.40200
C 22.41311 25.30177 19.02106
N 21.45397 25.96384 18.06373
H 20.74667 25.31196 17.77357
H 20.01515 26.73110 18.79854
C 22.06159 26.62606 16.85731
C 20.89553 27.22570 16.02482
O 19.89834 26.26682 15.82684
C 20.13011 25.33164 14.79046
H 22.89074 21.46525 17.06201
H 24.34052 21.81866 18.04020
H 24.09636 22.48833 16.44256
H 23.81782 24.85204 17.51630
H 24.26086 24.14630 19.04674
H 23.05660 26.01722 19.61248
H 21.74166 24.77766 19.75254
H 22.42905 25.76566 16.18863
H 22.87242 27.42758 16.96618
H 21.33209 27.47656 15.04043
H 20.26028 27.94394 16.55866
H 19.57794 24.42829 15.01303
H 21.16705 24.99842 14.57550
H 19.57515 25.66724 13.85239
C 20.89759 20.06284 17.97363
C 20.11658 19.78480 16.72752
C 18.60873 19.93428 17.03557
C 18.07814 21.32306 17.13512
N 16.57727 21.57197 17.18114
C 15.84913 21.28755 15.80970
C 15.74042 22.66671 15.18509
C 15.47648 23.53555 16.39838
C 16.37627 23.05451 17.53046
C 16.07908 20.63758 18.20993
H 20.75429 19.18314 18.58968
H 20.76015 21.02077 18.46958
H 21.92331 19.93803 17.72246
H 20.31814 18.72670 16.39875
H 20.45244 20.48012 15.95387
H 18.43901 19.44262 17.99594
H 18.08032 19.30717 16.33260
H 18.53706 21.98095 16.40476
H 18.31422 21.69994 18.18951
H 14.85851 21.01101 16.23616
H 16.34276 20.52932 15.25158
H 14.96372 22.65765 14.42023
H 16.66054 23.03115 14.69186
H 14.48570 23.29730 16.72668
H 15.48734 24.62507 16.13271
H 15.92834 23.18089 18.49484
H 17.39158 23.40418 17.42811
H 16.21051 19.58684 17.89615
H 14.96394 20.67469 18.28539
H 16.54662 20.94591 19.13652
C 23.51389 19.66683 8.60685
C 23.19620 18.19396 8.75557
C 22.39342 17.80669 10.07426
C 22.35065 16.30151 10.31302
N 21.15253 15.80595 11.15217
C 21.23839 14.37113 11.37780
C 19.85060 13.96975 11.93876
C 18.84501 15.02813 11.40104
C 19.75946 15.91182 10.50811
C 21.17912 16.52627 12.46707
H 24.06094 19.96119 7.71769
H 24.15962 19.86238 9.48690
H 22.66066 20.32650 8.66331
H 24.08640 17.61298 8.81396
H 22.68288 17.78985 7.83407
H 21.43998 18.27777 9.94172
H 22.93732 18.34513 10.89685
H 23.24046 15.94063 10.85359
H 22.32174 15.80684 9.34399
H 22.09629 14.14636 12.01622
H 21.47919 13.94784 10.39142
H 19.81368 13.93527 13.01905
H 19.66154 12.96686 11.59526
H 18.46766 15.63141 12.20362
H 17.89983 14.77404 10.90463
H 19.35576 16.98590 10.54632
H 19.93996 15.50348 9.51926
H 20.25047 16.34500 12.95950
H 21.11194 17.58902 12.21696
H 22.04585 16.25581 13.07013
C 18.03828 17.48898 27.58218
C 17.64443 18.91021 28.01313
C 17.43981 19.72048 26.74157
C 16.79254 21.05370 27.02551
N 16.60638 21.86564 25.78454
C 18.00350 22.09562 25.10259
C 18.05540 23.55044 24.71274
C 16.68166 24.13714 24.97377
C 16.12016 23.28069 26.15206
C 15.69435 21.22793 24.84799
H 17.16060 17.07440 27.07695
H 18.34260 16.83003 28.35105
H 18.83872 17.57155 26.81138
H 18.42871 19.36847 28.62900
H 16.70021 18.99289 28.64165
H 16.97579 19.21117 25.92736
H 18.51578 19.83643 26.39256
H 17.34947 21.73028 27.65542
H 15.82005 20.87669 27.43916
H 18.10244 21.41466 24.25246
H 18.74609 21.81894 25.88194
H 18.26809 23.57664 23.68446
H 18.86284 23.95604 25.22176
H 15.97802 24.04515 24.15091
H 16.81971 25.17764 25.26967
H 15.00298 23.18738 26.33437
H 16.76110 23.55276 27.02887
H 14.79448 20.78358 25.29757
H 16.16726 20.36306 24.47090
H 15.37061 21.75392 23.94905
C 11.22427 24.17274 24.05273
C 11.35956 23.57077 22.61998
C 12.08786 22.22764 22.69118
C 12.01192 21.41614 21.45381
C 10.55649 21.02282 21.22426
C 9.63885 22.28173 21.07214
N 9.89756 23.30513 22.10091
O 9.13681 24.02322 22.49746
C 8.22272 21.77336 21.17297
C 9.95731 22.98037 19.69036
C 11.94633 24.62447 21.63761
H 10.74648 25.19157 24.15624
H 12.25069 24.31318 24.38110
H 10.64328 23.45093 24.72986
H 11.69187 21.67942 23.48371
H 13.00944 22.48931 23.16233
H 12.53097 20.44638 21.62154
H 12.44085 21.83195 20.54909
H 10.21417 20.44855 22.08789
H 10.44157 20.47747 20.27871
H 7.44578 22.49856 21.01569
H 8.02592 21.44012 22.20316
H 8.04687 20.94572 20.49182
H 9.76677 24.09477 19.77573
H 9.32784 22.53014 18.91715
H 10.96447 22.78644 19.38786
H 12.62984 25.28157 22.22874
H 11.23828 25.32098 21.24806
H 12.38550 24.11758 20.74859
C 8.89559 18.61350 15.47272
C 9.74109 17.98934 14.33116
C 10.04414 18.99127 13.23332
C 11.18340 18.44538 12.29737
C 12.46579 17.86388 13.00848
C 12.41790 17.81908 14.52357
N 11.01308 17.39417 15.01818
O 10.86772 16.68512 16.04507
C 12.76350 19.08770 15.32813
C 13.38395 16.78849 15.11623
C 9.07036 16.74648 13.78738
H 8.30141 17.89690 16.01931
H 8.26137 19.31637 15.00062
H 9.48375 19.24632 16.14662
H 10.39673 19.92625 13.67382
H 9.12475 19.30825 12.69215
H 11.52638 19.34406 11.86233
H 10.79963 17.76597 11.53859
H 13.33840 18.36604 12.74057
H 12.69493 16.83842 12.65944
H 12.70563 18.93659 16.42586
H 12.19613 19.99839 15.04054
H 13.85960 19.26800 15.14772
H 13.29430 16.71868 16.16299
H 14.40575 17.00051 14.82300
H 13.20804 15.78172 14.76070
H 9.60803 16.09639 13.15704
H 8.19670 17.03255 13.27407
H 8.67697 16.27852 14.69703
O 17.18092 26.69668 19.92362
C 18.30252 26.16016 19.51629
O 18.51898 24.98794 19.46115
O 19.16790 27.11961 19.12356
H 16.63750 25.94129 20.19379
O 17.08327 23.39552 21.68188
C 15.75841 23.71894 21.53064
O 15.52170 24.50781 20.57518
O 14.95231 23.21147 22.30091
H 17.52169 23.73997 20.86512
O 17.79505 18.33580 12.71207
C 17.53371 17.94017 14.06131
O 16.42919 18.38853 14.49916
O 18.48489 17.44212 14.72699
H 16.92974 18.67971 12.45555
O 11.25547 22.41619 16.37703
C 11.30880 21.38438 17.45915
O 12.44029 21.24226 17.99292
O 10.26400 20.79515 17.63712
H 10.38040 22.60970 16.01873
*
```

## Properties
- maximum force (hartree/bohr) = 0.1302
- HOMO level (eV) = -9.9
- E (a.u.) = -4582.68824
- gap between HOMO and LUMO (Eh) = 0.064

---

Entry 3:
The following is a quantum chemistry calculation of an isolated molecule of C8H7N3O in a non-equilibrium geometry, from the Open Molecules 2025 dataset.

Structure (ORCA input):
```
! RIJCOSX wB97M-V def2-TZVPD def2/J DEFGRID3
* xyz 0 1
C -0.10349 -2.15128 -2.66841
N -0.06219 -1.12676 -1.57090
N 0.49863 0.01464 -1.98467
N 0.74768 1.10105 -1.28941
C 0.39745 1.04332 0.02774
C 0.27090 2.33365 0.66510
C -0.04787 2.43890 2.01422
C -0.12266 1.07800 2.61754
C -0.19177 -0.13233 2.01856
C 0.08390 -0.21512 0.66110
C -0.22839 -1.36026 -0.25639
O -0.36468 -2.50970 0.20834
H 0.98972 -2.80145 -2.95972
H -1.01073 -2.89847 -2.23171
H -0.49333 -1.51272 -3.66865
H 0.26705 3.18433 -0.03500
H -0.01997 3.45910 2.46168
H -0.25348 1.15828 3.64179
H -0.35675 -1.10321 2.34878
*
```

## Properties
- SMILES = Cn1nnc2ccccc2c1=O
- maximum force (hartree/bohr) = 0.0958
- HOMO level (eV) = -9.0
- E (a.u.) = -548.41910
- ΔE to the lowest compared entry with this formula, charge and spin (eV) = 4.866
- gap between HOMO and LUMO (Eh) = 0.316

---

Entry 4:
The following is a quantum chemistry calculation of a cluster of 2 separate species, C2HBr2ClOS in total in a non-equilibrium geometry, from the Open Molecules 2025 dataset.

Structure (ORCA input):
```
! RIJCOSX wB97M-V def2-TZVPD def2/J DEFGRID3
* xyz 0 1
C 2.26219 0.74760 0.33425
C -1.60226 -0.16188 0.16605
O -1.31123 0.04604 1.28892
S 2.28862 -0.82031 0.26469
Cl 1.42057 2.14408 0.12424
Br 0.77635 -2.02393 -0.96152
Br -2.28370 1.28030 -0.98224
H -1.55055 -1.21191 -0.23440
*
```

## Properties
- maximum force (hartree/bohr) = 0.0497
- HOMO level (eV) = -9.3
- E (a.u.) = -6158.36793
- ΔE to the lowest compared entry with this formula, charge and spin (eV) = 0.754
- gap between HOMO and LUMO (Eh) = 0.302